Computed, not measured: a cluster of 2 separate species, C9H11O3 in total in a non-equilibrium geometry, with ωB97M-V/def2-TZVPD.

Calculated values
- HOMO-LUMO gap: 7.03 eV
- Lowest unoccupied orbital energy: 3.02 eV
- Max |F|: 4.31 eV/Å
- HOMO: -4.01 eV
- Energy above the lowest of the compared OMol25 structures with the same formula, charge and spin: 1.8963 eV

Geometry as ORCA input:
```
! RIJCOSX wB97M-V def2-TZVPD def2/J DEFGRID3
* xyz -1 1
C 2.452 -2.882 -2.233
C -0.348 0.183 -1.147
C 0.032 0.037 -2.471
C 0.406 -0.468 -0.163
C 1.054 -0.915 -2.869
C 1.394 -1.323 -0.593
C 1.712 -1.649 -1.909
O -1.416 0.911 -0.757
H -1.356 1.467 0.017
H -0.450 0.715 -3.173
H 0.317 -0.320 0.923
H 1.092 -0.943 -3.933
H 2.041 -1.837 0.137
H 1.771 -3.756 -2.332
H 3.233 -3.315 -1.572
H 2.993 -2.802 -3.199
C -0.257 0.885 3.696
C -1.405 1.585 2.632
O -1.186 2.720 2.247
O -2.368 0.810 2.478
H 0.527 1.557 3.507
H 0.222 -0.079 3.619
H -0.598 0.856 4.669
*
```

Atom charges from the Löwdin analysis, given in e for atoms 1 to 2: atom 1 (C): -0.091, atom 2 (C): -0.332

---

Computed, not measured: a structure of composition C6H7Br2N in a non-equilibrium geometry, with ωB97M-V/def2-TZVPD.

Calculated values
- HOMO-LUMO gap: 9.74 eV
- Lowest unoccupied orbital energy: 0.50 eV
- Max |F|: 4.08 eV/Å
- HOMO: -9.24 eV
- Energy above the lowest of the compared OMol25 structures with the same formula, charge and spin: 1.1819 eV

Geometry as ORCA input:
```
! RIJCOSX wB97M-V def2-TZVPD def2/J DEFGRID3
* xyz 0 1
C 1.192 -1.355 0.600
C 0.893 -1.119 -0.674
C 0.341 -0.918 1.698
C -0.387 -0.476 -1.126
C -0.963 0.508 -0.148
C -0.437 1.908 -0.145
N -0.632 -0.135 1.673
Br -2.891 0.562 -0.162
Br 1.510 2.007 -0.088
H 2.102 -1.865 0.869
H 1.554 -1.447 -1.461
H 0.587 -1.308 2.685
H -0.227 0.031 -2.084
H -1.111 -1.281 -1.300
H -0.801 2.456 0.724
H -0.730 2.433 -1.060
*
```

Atom charges from the Löwdin analysis, given in e for atoms 1 to 2: atom 1 (C): -0.120, atom 2 (C): -0.128

---

Computed, not measured: a structure of composition C16H6Cl3F5GeIO4S2Sn, with ωB97M-V/def2-TZVPD.

Calculated values
- HOMO-LUMO gap (spin up / spin down): 7.79 / 5.95 eV
- Lowest unoccupied orbital energy (spin up / spin down): -0.55 / -2.63 eV
- Max |F|: 0.95 eV/Å
- HOMO (spin up / spin down): -8.35 / -8.58 eV
- Energy above the lowest of the compared OMol25 structures with the same formula, charge and spin: 0.6135 eV
- <S²>: 0.756

Geometry as ORCA input:
```
! RIJCOSX wB97M-V def2-TZVPD def2/J DEFGRID3
* xyz 0 2
Sn -0.166 -0.750 1.161
F -4.208 2.590 -3.770
C -3.594 1.628 -3.086
C -2.856 1.932 -1.960
F -2.745 3.194 -1.554
C -2.227 0.915 -1.269
F -1.511 1.269 -0.181
C -2.288 -0.417 -1.647
S -1.476 -1.747 -0.830
C -3.048 -0.684 -2.782
F -3.159 -1.942 -3.217
C -3.686 0.310 -3.496
F -4.392 0.006 -4.584
O -3.461 1.609 2.217
S -2.540 0.571 2.522
O -2.679 0.185 4.062
O -1.088 0.923 2.316
O -2.764 -0.723 1.859
I 2.014 -0.091 3.215
C 3.365 -0.112 1.641
C 4.686 -0.117 1.973
C 5.656 -0.111 0.950
C 5.261 -0.090 -0.350
C 3.889 -0.067 -0.703
C 3.514 0.001 -2.065
C 2.207 0.078 -2.423
C 1.201 0.041 -1.430
C 1.505 -0.050 -0.098
C 2.878 -0.089 0.304
H 4.992 -0.115 3.010
H 6.706 -0.110 1.214
H 5.995 -0.072 -1.147
H 4.295 0.001 -2.816
H 1.922 0.150 -3.465
H 0.179 0.074 -1.763
Cl -2.994 -1.667 6.447
Ge -3.047 -1.565 4.325
Cl -4.943 -2.159 3.652
Cl -1.389 -2.797 3.768
*
```

Atom charges from the Löwdin analysis, given in e for atoms 1 to 2: atom 1 (Sn): 1.011, atom 2 (F): 0.135

---

Computed, not measured: the ion H2N3O2S with charge -1 in a non-equilibrium geometry, with ωB97M-V/def2-TZVPD.

Calculated values
- HOMO-LUMO gap (spin up / spin down): 6.57 / 7.44 eV
- Lowest unoccupied orbital energy (spin up / spin down): 4.02 / 4.00 eV
- Max |F|: 3.66 eV/Å
- SMILES: NN([O-])[N+]([O-])=S
- HOMO (spin up / spin down): -2.55 / -3.44 eV
- Energy above the lowest of the compared OMol25 structures with the same formula, charge and spin: 2.5309 eV

Geometry as ORCA input:
```
! RIJCOSX wB97M-V def2-TZVPD def2/J DEFGRID3
* xyz -1 1
N 0.219 0.452 -0.139
N -0.115 0.981 1.058
O -0.499 2.158 1.096
N -0.463 0.076 2.178
O -0.963 0.591 3.245
S 0.020 -1.465 2.049
H -0.645 0.102 -0.552
H 0.764 -0.309 0.185
*
```

Atom charges from the Löwdin analysis, given in e for atoms 1 to 2: atom 1 (N): 0.047, atom 2 (N): -0.410